1.
Computed, not measured: a 2-piece molecular cluster, C5H11NO2 overall, with ωB97M-V/def2-TZVPD.

Max |F|: 1.03 eV Å⁻¹
SMILES: NC(=O)O.C=CCC
Energy relative to the best compared isomer or geometry (same formula, charge and spin): 21.0 kcal per mole
LUMO: 0.468 eV
Orbital gap: 10.59 eV

The geometry in ORCA input format:
```
! RIJCOSX wB97M-V def2-TZVPD def2/J DEFGRID3
* xyz 0 1
H -1.3068 3.2277 0.7843
N 0.3175 -1.1552 -0.3146
O 1.3716 -2.8821 0.7680
H -1.7055 3.2354 -0.9013
C -1.2728 2.6113 -0.1158
H -2.2424 0.7502 -0.8706
C 1.3891 -2.0179 -0.0548
C 0.2112 2.3185 -0.3838
C -2.6482 1.0097 1.1731
C -2.0903 1.3515 0.0178
H 0.8131 3.2249 -0.2974
O 2.4790 -1.8070 -0.8448
H -3.1919 0.0802 1.2768
H 0.6703 -0.2852 -0.6812
H 0.3447 1.9875 -1.4170
H -0.2170 -0.9888 0.5229
H 0.6265 1.6219 0.3372
H -2.5277 1.6041 2.0696
H 2.2096 -1.3316 -1.6372
*
```



2.
Computed, not measured: a 3-piece molecular cluster, C2H8N2O3 overall, with ωB97M-V/def2-TZVPD.

Max |F|: 4.46 eV Å⁻¹
Energy relative to the best compared isomer or geometry (same formula, charge and spin): 100.9 kcal per mole
LUMO (spin up / spin down): 0.712 / 0.712 eV
Orbital gap (spin up / spin down): 8.24 / 8.24 eV

The geometry in ORCA input format:
```
! RIJCOSX wB97M-V def2-TZVPD def2/J DEFGRID3
* xyz 0 1
H -1.7267 -0.2328 -0.4653
C -0.7199 -1.7995 0.0002
H 3.0834 1.0015 -0.2737
H -0.2586 -2.6700 -0.4353
H -2.1968 1.8531 0.9317
N -1.4505 1.3311 0.4867
O -1.4257 -1.0682 -0.8977
O 2.5005 1.0163 -1.0456
H -0.8020 1.0501 1.2149
N 1.4746 0.0266 -0.7663
H -1.0872 -1.8651 1.0118
H -0.9548 1.9713 -0.1235
O 1.5188 -0.1284 1.5363
C 1.1161 -0.3399 0.4220
H 0.9289 -0.1460 -1.5962
*
```



3.
Computed, not measured: a 2-piece molecular cluster, C4H12 overall, with ωB97M-V/def2-TZVPD.

Max |F|: 1.56 eV Å⁻¹
SMILES: CC.CC
Energy relative to the best compared isomer or geometry (same formula, charge and spin): 7.1 kcal per mole
LUMO: 1.097 eV
Orbital gap: 12.80 eV

The geometry in ORCA input format:
```
! RIJCOSX wB97M-V def2-TZVPD def2/J DEFGRID3
* xyz 0 1
H -1.2665 -2.6665 -0.3103
C -1.8618 -2.1150 0.4118
H 1.5993 1.1225 0.3586
C -0.9486 -1.6023 1.5401
C 1.8950 1.8786 -0.3728
H 0.1776 2.6550 -1.4729
H -2.5344 -1.3519 0.0290
H -2.5633 -2.8512 0.8310
C 0.9243 1.8677 -1.5685
H 0.0260 -2.0656 1.3999
H 1.9473 2.8422 0.1221
H 0.3893 0.9190 -1.6508
H -1.3714 -1.7580 2.5282
H 2.8849 1.5836 -0.7306
H 1.4451 2.0774 -2.5023
H -0.7430 -0.5354 1.3875
*
```



Which value of energy relative to the best compared isomer or geometry (same formula, charge and spin) does entry 2 give? 100.9 kcal per mole



What is the formula in the second record? C2H8N2O3



Which of these has the highest max |F|? C2H8N2O3